[1]
Computed, not measured: a structure of composition C28H45N10PbTe, with ωB97M-V/def2-TZVPD.

Highest occupied orbital energy (alpha / beta)   -15.041 / -15.059 eV
Spin multiplicity   1
Total charge   +3
Frontier orbital gap (alpha / beta)   3.232 / 4.738 eV
Energy above the lowest of the compared OMol25 structures with the same formula, charge and spin   0.0 kcal/mol

CARTESIAN COORDINATES (ANGSTROEM)
Pb1 -0.17964 0.68995 -0.23892
C1 1.40980 1.77444 2.75331
N1 0.00669 1.90492 3.10166
C2 -0.39715 3.24800 3.51006
C3 -0.87541 0.90334 2.93005
N2 -0.64970 0.02150 1.91849
C4 -1.03908 -1.32530 2.03436
C5 -1.12104 -1.98408 3.27064
C6 -1.62174 -3.26372 3.36489
C7 -2.09843 -3.90039 2.22268
C8 -1.91905 -3.31153 0.98981
C9 -1.29738 -2.06078 0.86079
N3 -0.96814 -1.48778 -0.38979
C10 -0.71836 -2.27866 -1.46157
N4 -0.12276 -3.48379 -1.38569
C11 -0.50358 -4.59568 -2.25568
C12 0.79887 -3.85901 -0.32301
N5 -1.01234 -1.78847 -2.67732
C13 -2.06806 -0.80559 -2.88997
C14 -0.27853 -2.17548 -3.87750
N6 -1.96456 0.86079 3.70486
C15 -3.21954 0.23312 3.31298
C16 -1.96771 1.37296 5.07454
H1 2.01532 2.16444 3.57315
H2 1.65042 2.35237 1.85301
H3 1.66481 0.72743 2.60359
H4 0.09559 3.96633 2.85266
H5 -0.10238 3.47788 4.53449
H6 -1.47114 3.37183 3.40517
H7 -0.78491 -1.47947 4.16741
H8 -1.66734 -3.76255 4.32291
H9 -2.58005 -4.86494 2.30323
H10 -2.26221 -3.82523 0.10154
H11 -1.41341 -4.37074 -2.80506
H12 -0.70437 -5.46378 -1.62516
H13 0.29185 -4.86602 -2.95112
H14 1.10538 -2.98828 0.25133
H15 1.67926 -4.31808 -0.77784
H16 0.34955 -4.57983 0.35984
H17 -2.72195 -0.76267 -2.02337
H18 -2.65889 -1.10554 -3.75619
H19 -1.65236 0.18652 -3.09404
H20 0.71153 -2.54321 -3.61310
H21 -0.16980 -1.29466 -4.51192
H22 -0.79664 -2.93537 -4.46290
H23 -3.23612 0.01758 2.24922
H24 -4.03096 0.92370 3.54636
H25 -3.38567 -0.69498 3.86031
H26 -0.95161 1.48842 5.44119
H27 -2.48049 0.64762 5.70680
H28 -2.50314 2.31897 5.15866
C17 3.13645 -1.05423 -0.81217
N7 2.71911 0.32888 -1.15490
C18 2.87652 0.49692 -2.61974
N8 4.24385 0.22264 -3.04094
C19 4.61066 -1.15178 -2.67937
N9 4.50085 -1.33239 -1.23008
C20 5.42445 -0.40658 -0.57933
N10 5.03984 0.96181 -0.96324
C21 3.68002 1.25265 -0.51556
C22 5.17650 1.15723 -2.41369
H29 2.46363 -1.74964 -1.31839
H30 3.05122 -1.19577 0.26734
H31 2.60938 1.51834 -2.89566
H32 2.20342 -0.19932 -3.12298
H33 5.63185 -1.35586 -2.99896
H34 3.93915 -1.84942 -3.18061
H35 6.44409 -0.60909 -0.90309
H36 5.36722 -0.52178 0.50320
H37 3.42014 2.27875 -0.78069
H38 3.62574 1.12669 0.56694
H39 6.19464 0.93726 -2.72912
H40 4.93159 2.18282 -2.68723
Te1 -2.79580 2.02847 0.07612
C23 -2.81442 3.74173 -1.13616
C24 -2.75978 5.00450 -0.53618
C25 -2.98083 6.13320 -1.30178
C26 -3.26629 6.00852 -2.65911
C27 -3.32808 4.75171 -3.25480
C28 -3.08300 3.61817 -2.50425
H41 -2.56226 5.09046 0.52426
H42 -2.94688 7.11265 -0.84518
H43 -3.44675 6.89447 -3.25238
H44 -3.58271 4.66157 -4.30187
H45 -3.14384 2.63794 -2.95949

Atomic partial charges in e from the Mulliken method, atoms 1 to 8: 0.81 -1.38 0.31 -1.18 0.03 0.11 0.10 -0.36

[2]
Computed, not measured: a cluster of 2 separate species, C4H12OS2 in total, with ωB97M-V/def2-TZVPD.

Highest occupied orbital energy   -9.071 eV
Spin multiplicity   1
Total charge   0
Frontier orbital gap   9.359 eV
Energy above the lowest of the compared OMol25 structures with the same formula, charge and spin   55.2 kcal/mol
SMILES   CCSSCC.O

CARTESIAN COORDINATES (ANGSTROEM)
C1 -1.62425 1.13783 -1.93901
C2 -0.27770 1.28332 -1.44008
S1 0.96638 0.02942 -1.61839
S2 -0.14722 -1.69345 -1.03151
C3 0.43036 -1.76386 0.62665
C4 -0.50257 -1.61794 1.95045
H1 -1.57675 0.29771 -2.67084
H2 -2.42915 0.87258 -1.38328
H3 -2.03338 2.14448 -2.31022
H4 0.24740 2.02610 -2.00958
H5 -0.55521 1.74480 -0.42542
H6 0.90273 -0.74039 0.97049
H7 1.23814 -2.53113 0.62539
H8 -0.06463 -1.98009 2.87360
H9 -0.67391 -0.48518 1.92560
H10 -1.49938 -2.08818 1.81602
O1 0.49269 3.40587 4.85638
H11 0.19834 3.23120 3.92711
H12 1.04269 2.64943 5.02043

Atomic partial charges in e from the Mulliken method, atoms 1 to 8: -1.12 -0.19 -0.11 -0.15 -0.37 -0.81 0.27 0.39

[3]
Computed, not measured: a cluster of 8 separate species, C52H61BNO5P2 in total, with ωB97M-V/def2-TZVPD.

Highest occupied orbital energy   -4.421 eV
Spin multiplicity   1
Total charge   -1
Frontier orbital gap   6.636 eV

CARTESIAN COORDINATES (ANGSTROEM)
C1 -1.78247 2.15667 -1.00602
C2 -0.71010 1.65163 -1.23769
P1 0.92687 0.79121 -1.48701
P2 -0.08870 -1.22349 -1.25726
C3 -0.97334 -1.19085 0.36082
C4 -2.07962 -2.25132 0.42744
C5 -1.50742 -1.25764 -2.44288
C6 -1.15322 -0.86421 -3.87680
O1 2.55009 0.11612 -1.62431
C7 3.34056 0.68919 -0.62760
C8 2.50610 0.55521 0.64355
O2 2.89950 1.66982 1.57642
C9 1.99202 2.06160 2.37028
N1 1.22612 2.45793 3.14099
B1 2.73282 -0.82916 1.43213
O3 2.33777 -0.91844 2.75626
O4 3.38978 -1.88017 0.85199
C10 2.60696 -2.93144 0.27547
O5 1.20786 0.72786 0.28435
H1 -2.56544 2.86195 -0.84607
H2 1.51186 2.09338 -1.55614
H3 0.73759 0.73805 -2.89462
H4 -0.24317 -1.39694 1.14756
H5 -1.40492 -0.19905 0.53138
H6 -1.70499 -3.22043 0.08314
H7 -2.43984 -2.36533 1.45354
H8 -2.92695 -1.97555 -0.20192
H9 -1.87212 -2.28970 -2.43949
H10 -2.34566 -0.63742 -2.10261
H11 -0.88005 0.18690 -3.92369
H12 -2.04480 -0.98740 -4.50166
H13 -0.36616 -1.48799 -4.30386
H14 4.29958 0.16800 -0.56555
H15 3.57320 1.74938 -0.81187
H16 1.38917 -0.83533 2.89581
H17 3.25778 -3.80163 0.17697
H18 1.75157 -3.18220 0.90813
H19 2.24730 -2.62970 -0.70901
C11 5.84496 -7.66711 -1.80335
C12 4.68147 -8.40574 -1.63589
C13 3.45418 -7.76104 -1.56298
C14 3.38772 -6.37797 -1.66299
C15 4.55027 -5.63985 -1.83339
C16 5.77760 -6.28472 -1.90079
H20 6.80310 -8.16845 -1.85563
H21 4.73140 -9.48468 -1.56031
H22 2.54762 -8.33688 -1.42693
H23 2.43132 -5.87356 -1.60815
H24 4.49821 -4.56125 -1.91230
H25 6.68275 -5.70472 -2.02810
C17 8.49261 -4.15484 1.02383
C18 8.69865 -4.23944 2.39427
C19 7.77043 -3.69005 3.26893
C20 6.63429 -3.06245 2.77565
C21 6.42917 -2.97461 1.40596
C22 7.36200 -3.51645 0.53235
H26 9.21539 -4.58279 0.34023
H27 9.58318 -4.73062 2.78054
H28 7.93465 -3.74770 4.33797
H29 5.90706 -2.63690 3.45582
H30 5.54289 -2.48783 1.02145
H31 7.19988 -3.44271 -0.53579
C23 -5.78593 1.64188 -6.44143
C24 -5.64150 1.24692 -5.11755
C25 -4.48177 1.55918 -4.42150
C26 -3.46925 2.27252 -5.04684
C27 -3.61350 2.66936 -6.36879
C28 -4.77091 2.35275 -7.06702
H32 -6.68906 1.39594 -6.98721
H33 -6.43292 0.69382 -4.62630
H34 -4.36134 1.24762 -3.39164
H35 -2.56674 2.51287 -4.49880
H36 -2.82154 3.22414 -6.85536
H37 -4.88187 2.65847 -8.09987
C29 -3.98521 2.36701 2.49534
C30 -4.73823 3.07977 3.41912
C31 -4.11583 3.66691 4.51237
C32 -2.74167 3.54610 4.67686
C33 -1.98794 2.83465 3.75269
C34 -2.61281 2.24185 2.66391
H38 -4.46620 1.90842 1.64000
H39 -5.80859 3.17992 3.28679
H40 -4.70266 4.22102 5.23571
H41 -2.25539 4.00918 5.52706
H42 -0.91489 2.74093 3.86961
H43 -2.02377 1.69093 1.94066
C35 -10.39036 -0.46844 -5.82766
C36 -10.96526 -1.69869 -6.11398
C37 -10.16072 -2.77707 -6.45442
C38 -8.78184 -2.62628 -6.50224
C39 -8.20566 -1.39710 -6.21320
C40 -9.01167 -0.31707 -5.87967
H44 -11.01700 0.37387 -5.56378
H45 -12.04048 -1.81699 -6.07133
H46 -10.60838 -3.73623 -6.68142
H47 -8.15398 -3.46833 -6.76351
H48 -7.12973 -1.27993 -6.24829
H49 -8.56520 0.64398 -5.65833
C41 8.92552 1.95953 2.88014
C42 8.44997 0.65571 2.90195
C43 9.34005 -0.40856 2.94370
C44 10.70687 -0.16709 2.96880
C45 11.18374 1.13660 2.94951
C46 10.29260 2.20002 2.90284
H50 8.22980 2.78795 2.84408
H51 7.38408 0.46648 2.88415
H52 8.96569 -1.42317 2.95368
H53 11.40086 -0.99782 3.00265
H54 12.25006 1.32444 2.96975
H55 10.66352 3.21705 2.88316
C47 -7.09973 8.35386 7.38807
C48 -6.74343 8.93385 6.17841
C49 -5.67960 8.42112 5.44913
C50 -4.97472 7.32509 5.92658
C51 -5.33254 6.74391 7.13511
C52 -6.39329 7.25938 7.86706
H56 -7.92886 8.75449 7.95740
H57 -7.29606 9.78579 5.80318
H58 -5.39931 8.87443 4.50717
H59 -4.14810 6.92129 5.35601
H60 -4.78377 5.88749 7.50602
H61 -6.66988 6.80713 8.81094

Atomic partial charges in e from the Mulliken method, atoms 1 to 8: -0.26 -0.47 -0.06 -0.21 0.90 -1.60 -0.13 -1.20

Number 1: F_max 1.798 eV/Å, electronic energy -2101.38559 Eh. Number 2: F_max 4.901 eV/Å, electronic energy -1031.12981 Eh. Number 3: F_max 0.996 eV/Å, electronic energy -3156.57913 Eh.